# 1
# C5H18O4

A cluster of 4 separate species, C5H18O4 in total (ωB97M-V/def2-TZVPD, OMol25).

Results
HOMO-LUMO gap	11.08	eV
E_HOMO	-10.50	eV
charge	0
spin multiplicity	1
relative energy (zero: lowest compared OMol25 entry of this formula, charge and spin)	175.11	kJ/mol
SMILES	CC(C)CCO.O.O.O

Atoms and positions in Å:
C1 0.342510 -1.646794 -0.807418
O1 1.713785 -1.401158 -1.192557
C2 0.376419 -1.947677 0.672031
C3 -0.823085 -1.233266 1.466150
C4 -0.690353 -1.402475 3.029696
C5 -2.179701 -1.858826 1.205592
H1 0.144645 -2.564107 -1.375560
H2 -0.306325 -0.782122 -1.031622
H3 2.037924 -1.951072 -1.788351
H4 1.338350 -1.661890 1.212255
H5 0.427600 -3.079139 0.947903
H6 -0.750191 -0.210032 1.140159
H7 -0.212001 -0.627131 3.437597
H8 -1.632023 -1.590086 3.595641
H9 -0.249632 -2.292456 3.446516
H10 -3.090053 -1.378007 1.573425
H11 -2.282068 -2.797326 1.869294
H12 -2.323680 -2.260094 0.273584
H13 0.934684 2.635811 -0.131732
H14 0.788796 3.640627 0.975202
O2 0.252678 2.994284 0.430484
H15 1.392159 2.258465 -2.717851
H16 1.875105 1.110885 -1.715794
O3 1.428323 1.887425 -1.795203
H17 -1.241173 2.689674 -2.741430
H18 -0.641228 2.910570 -1.420998
O4 -0.690488 3.329655 -2.310792

Force components x, y, z for each atom (eV/Å):
C 1.856 -1.211 -0.166
O -1.840 5.161 4.099
C -0.496 -1.122 3.258
C 0.576 -2.277 1.199
C -2.004 -2.099 -1.124
C -0.500 -1.792 2.804
H -1.159 0.419 0.113
H 0.334 -0.446 -0.184
H 1.741 -3.975 -4.187
H -1.033 0.412 -1.221
H -0.652 1.612 -0.860
H -0.243 0.649 0.282
H 1.865 3.120 1.774
H -0.101 1.098 -0.895
H 1.180 -0.735 -0.874
H 0.377 0.877 -0.405
H 0.618 0.968 -0.933
H -0.481 -0.471 -2.725
H 0.411 -0.500 -0.836
H -1.268 -0.962 -0.790
O 0.794 1.416 1.709
H 0.118 -0.871 1.586
H 2.137 -3.599 -0.247
O -1.861 3.922 -1.100
H -0.576 -0.326 -0.835
H 0.319 0.917 -0.447
O -0.112 -0.185 1.006

# 2
# C8H23N5O4Rb

A structure of composition C8H23N5O4Rb (ωB97M-V/def2-TZVPD, OMol25).

Results
HOMO-LUMO gap (alpha / beta)	9.50 / 3.54	eV
E_HOMO (alpha / beta)	-15.08 / -15.08	eV
charge	+2
spin multiplicity	2
relative energy (zero: lowest compared OMol25 entry of this formula, charge and spin)	28.47	kJ/mol

Atoms and positions in Å:
Rb1 -1.344086 2.282231 1.083026
C1 2.358794 -2.086619 -1.335604
O1 1.552584 -1.018549 -1.353584
C2 0.139894 -1.299829 -1.098734
C3 -0.127686 -1.352819 0.447456
N1 0.444724 -0.100809 1.073516
C4 0.875484 -0.400589 2.473846
C5 2.344564 -0.101169 2.566416
O2 3.056174 -1.084889 1.838706
C6 4.335614 -1.255499 2.292676
H1 3.413334 -1.825909 -1.245704
H2 2.266474 -2.673199 -2.249664
H3 2.112084 -2.730999 -0.491794
H4 -0.342446 -2.095829 -1.666024
H5 -0.367896 -0.484279 -1.613654
H6 0.320534 -2.288729 0.781026
H7 -1.198886 -1.428299 0.634326
H8 1.321674 0.162631 0.647296
H9 0.621444 -1.405589 2.810806
H10 0.399934 0.244171 3.212926
H11 2.580654 -0.129099 3.630176
H12 2.687304 0.862221 2.188896
H13 4.332054 -1.681969 3.295786
H14 5.034324 -0.418899 2.295546
H15 4.935124 -1.917719 1.668066
C7 -4.989516 0.722221 0.473786
O3 -4.180656 1.368531 1.133076
N2 -5.509726 1.142421 -0.613364
N3 -5.571426 -0.398149 0.790416
H16 -6.077756 0.523751 -1.174334
H17 -5.229156 2.064031 -0.916714
H18 -6.090536 -0.776659 0.011086
H19 -5.337386 -0.809639 1.682606
C8 -0.222526 2.456011 -2.508754
O4 -1.132036 2.143501 -1.705004
N4 -0.360916 3.324031 -3.536544
N5 0.948344 1.832161 -2.640414
H20 0.361804 3.488361 -4.222674
H21 -1.122136 3.972121 -3.392944
H22 1.634714 2.017431 -3.357814
H23 1.127154 1.159921 -1.908144

Force components x, y, z for each atom (eV/Å):
Rb -0.914 0.391 -0.147
C 1.825 -2.747 0.045
O -3.156 2.275 0.666
C 0.191 1.255 -0.202
C -0.087 1.710 -2.754
N 0.636 -4.760 1.721
C -0.790 1.245 -0.154
C 1.318 -0.568 0.416
O -1.833 0.469 -0.725
C 2.834 -1.021 0.763
H -0.142 0.418 0.021
H -0.120 -0.228 -0.147
H 0.079 -0.394 0.177
H 0.850 -0.968 0.384
H -0.072 0.658 0.653
H 0.566 0.221 0.650
H -0.045 0.127 0.306
H 0.158 0.761 -1.493
H 0.015 -0.080 -0.444
H -0.252 0.401 -0.018
H 0.310 -0.102 0.168
H -0.609 0.498 0.000
H 0.009 -0.023 0.200
H -0.725 0.998 0.135
H -0.776 -0.552 -0.263
C 0.698 0.767 2.021
O 1.469 0.227 0.817
N -0.781 2.907 -4.727
N 0.007 -2.829 1.724
H 0.024 0.894 -0.220
H -0.282 -0.332 -0.468
H -0.220 -1.034 1.304
H -0.446 -0.549 -0.487
C -0.674 -0.144 -2.153
O 1.400 0.617 0.122
N -1.607 0.939 0.876
N 0.921 -1.603 1.936
H -0.297 0.205 0.304
H 0.141 0.115 -0.735
H -0.198 -0.006 0.347
H 0.571 -0.158 -0.616

# 3
# C20H21BeClFN2OSi

A structure of composition C20H21BeClFN2OSi (ωB97M-V/def2-TZVPD, OMol25).

Results
HOMO-LUMO gap	6.11	eV
E_HOMO	-3.38	eV
charge	-1
spin multiplicity	1
relative energy (zero: lowest compared OMol25 entry of this formula, charge and spin)	0.00	kJ/mol

Atoms and positions in Å:
Be1 -0.929348 0.331106 1.408700
Cl1 1.009749 -4.348295 -3.279343
C1 0.307976 -3.138788 -2.217984
C2 -1.142584 -3.123323 -2.074657
C3 -1.729873 -2.175988 -1.342270
C4 -1.000624 -1.029389 -0.677256
O1 -1.567134 -0.844078 0.593593
C5 0.509801 -1.329992 -0.622802
C6 1.303662 -0.718860 0.295731
N1 0.793004 0.085681 1.258282
C7 1.473431 0.532779 2.338033
C8 2.831832 0.767121 2.506586
C9 3.321707 1.265697 3.729268
C10 2.507669 1.533536 4.800416
C11 1.119622 1.270228 4.689399
C12 0.174979 1.477357 5.718111
C13 -1.137322 1.149435 5.517918
C14 -1.530327 0.596555 4.286108
N2 -0.683415 0.396935 3.307567
C15 0.619545 0.750636 3.480833
C16 1.086364 -2.317585 -1.501869
H1 -1.717910 -3.907636 -2.552329
H2 -2.806278 -2.167812 -1.194670
H3 2.367063 -0.963516 0.316680
H4 3.507360 0.601865 1.677406
H5 4.384773 1.460911 3.820154
H6 2.907281 1.935812 5.724204
H7 0.503778 1.896992 6.662919
H8 -1.876184 1.301995 6.293612
H9 -2.559088 0.306415 4.103947
H10 2.166349 -2.417035 -1.544385
F1 -1.393436 1.758569 1.259683
C17 -1.359180 2.112429 -3.881022
Si1 -0.797530 0.394607 -3.345119
C18 -1.699697 -0.816151 -4.459720
C19 1.040626 0.321172 -3.710794
C20 -1.217343 0.259275 -1.531639
H11 -1.205334 2.255184 -4.955950
H12 -0.794325 2.886534 -3.350479
H13 -2.421118 2.273275 -3.664751
H14 -1.618246 -0.491427 -5.502451
H15 -2.762016 -0.853216 -4.195576
H16 -1.302230 -1.830634 -4.378225
H17 1.218727 0.449467 -4.783398
H18 1.490392 -0.623959 -3.397501
H19 1.549385 1.132423 -3.180385
H20 -0.667364 1.065277 -1.026072
H21 -2.277189 0.528434 -1.418498

Force components x, y, z for each atom (eV/Å):
Be 0.116 -0.085 -0.275
Cl -0.047 0.034 0.028
C -0.119 -0.037 0.003
C 0.049 -0.037 0.034
C -0.026 -0.006 0.042
C 0.037 0.051 0.055
O 0.059 0.031 -0.085
C -0.070 -0.005 0.037
C -0.062 -0.030 0.167
N -0.071 0.272 0.100
C 0.028 -0.241 -0.125
C -0.031 0.018 0.031
C -0.020 -0.014 -0.039
C 0.033 0.014 0.004
C -0.092 -0.063 -0.066
C 0.027 0.008 0.023
C -0.027 -0.012 0.074
C 0.041 -0.113 -0.058
N 0.151 0.208 0.086
C -0.073 -0.021 0.007
C -0.003 0.060 0.064
H 0.019 0.009 -0.009
H 0.066 -0.016 0.000
H 0.030 0.027 0.001
H 0.039 0.015 0.022
H -0.004 -0.011 -0.026
H -0.019 -0.015 -0.030
H -0.008 -0.007 -0.009
H 0.002 -0.003 -0.008
H 0.019 0.057 -0.008
H -0.004 0.018 0.011
F -0.031 -0.086 0.000
C -0.050 0.114 0.034
Si 0.045 0.055 -0.125
C -0.074 -0.119 -0.045
C 0.118 -0.022 0.032
C -0.047 -0.094 0.200
H -0.004 0.009 0.058
H -0.058 -0.050 -0.041
H 0.090 -0.022 -0.031
H -0.004 -0.012 0.037
H 0.065 -0.025 -0.045
H -0.032 0.110 -0.032
H 0.002 0.016 0.035
H -0.057 0.088 -0.057
H 0.018 -0.055 -0.031
H -0.063 -0.002 -0.016
H 0.042 -0.015 -0.021

# 4
# C2H4N4

The molecule C2H4N4 (ωB97M-V/def2-TZVPD, OMol25).

Results
HOMO-LUMO gap	9.79	eV
E_HOMO	-9.02	eV
charge	0
spin multiplicity	1
relative energy (zero: lowest compared OMol25 entry of this formula, charge and spin)	3.57	kJ/mol
SMILES	Nc1ncn[nH]1

Atoms and positions in Å:
N1 0.909208 -1.279690 -0.867573
C1 0.259564 -0.251610 -0.211753
N2 0.813551 0.894057 0.127976
C2 -0.238355 1.586278 0.646726
N3 -1.388173 0.954264 0.664004
N4 -1.052597 -0.240784 0.101165
H1 0.694691 -2.216668 -0.554573
H2 1.906714 -1.106241 -0.872178
H3 -0.138852 2.594716 1.026128
H4 -1.765751 -0.934323 -0.059921

Force components x, y, z for each atom (eV/Å):
N 0.092 -0.002 0.098
C -0.097 0.053 0.050
N -0.181 -0.154 -0.058
C -0.164 0.179 0.113
N 0.296 0.138 0.005
N 0.078 -0.206 -0.115
H -0.039 0.136 0.002
H -0.124 -0.078 -0.044
H -0.045 -0.153 -0.036
H 0.184 0.087 -0.014